(1)
Below is C9H8FN2O3PS2 as an isolated structure, with properties calculated with wB97M-V/def2-TZVPD.

LUMO = -1.26 eV
relative energy (zero: lowest compared OMol25 entry of this formula, charge and spin) = 0.00 kJ/mol

XYZ file:
```
26
Properties=species:S:1:pos:R:3:forces:R:3
O 3.747892 0.261128 0.132388 0.56 -1.02 0.65
C 3.388494 1.288932 -0.297519 -0.54 -0.39 -0.78
F 3.860716 2.428060 0.176007 0.25 1.07 0.25
C 2.384703 1.421630 -1.409318 -0.26 0.07 0.43
C 1.111597 0.715630 -0.987254 0.80 0.40 -0.52
C 0.430204 1.121600 0.104833 -0.21 -0.15 0.13
C -0.755683 0.467165 0.557278 -0.01 0.30 -0.33
P -1.449557 1.024935 2.119172 0.14 -0.47 0.73
S -0.510377 0.329797 3.681336 0.00 0.03 -0.08
C -1.260816 -0.594449 -0.126903 -0.77 -0.47 0.27
C -2.520004 -1.343126 0.278850 1.01 -0.17 0.07
O -2.490096 -1.778994 1.632008 -0.46 0.69 0.18
O -1.247748 -2.410122 1.872094 0.32 -0.51 -0.13
C -0.559262 -1.047227 -1.272316 0.56 0.38 -0.27
N -0.881703 -2.076169 -2.046297 -0.61 -0.52 0.02
S 0.212962 -2.194277 -3.186635 0.45 0.35 -0.04
N 1.171990 -0.952408 -2.796831 0.15 -0.43 -0.64
C 0.637876 -0.398530 -1.725071 -0.70 0.13 0.92
H 2.179730 2.460449 -1.636006 0.08 0.17 -0.18
H 2.822825 0.911227 -2.257788 -0.01 0.04 -0.31
H 0.814111 1.957688 0.667938 0.04 0.19 0.19
H -2.804438 0.674366 2.080876 -0.04 0.27 -0.19
H -1.439062 2.427332 2.066995 -0.08 0.00 -0.27
H -2.630057 -2.206561 -0.368136 -0.20 -0.03 -0.21
H -3.362131 -0.667997 0.198409 -0.44 -0.09 0.05
H -0.852164 -1.820079 2.541889 -0.03 0.14 0.05
```
Forces are in eV/Å.

Results of the Löwdin charge analysis, in e, for atoms 1 through 2:
1 O 0.192
2 C -0.504



(2)
Below is C26H29As2F6IrN2O6S2 as an isolated structure, with properties calculated with wB97M-V/def2-TZVPD.

LUMO (alpha / beta) = -11.63 / -11.92 eV
total charge = +3
spin multiplicity = 2

XYZ file:
```
74
Properties=species:S:1:pos:R:3:forces:R:3
Ir 0.167296 0.668224 -0.545629 0.69 -2.29 3.52
F -4.390560 -0.682756 1.078100 0.25 -0.24 0.20
C -3.880988 0.293714 1.818877 -0.22 0.37 -0.19
F -3.983056 1.425000 1.125101 -0.01 0.12 0.04
F -4.514896 0.396326 2.953831 0.29 -0.14 0.08
S -2.039532 0.007796 1.994715 -0.80 0.76 -0.44
O -1.662358 -0.134626 0.578858 -0.61 0.36 -0.86
O -1.713958 -1.142058 2.754338 -0.06 -0.61 0.64
N -1.592149 1.385732 2.591202 0.14 -0.08 0.62
S -0.082456 1.757551 2.557975 -0.76 2.08 -1.06
O 0.544123 2.262189 3.706299 -0.04 -0.11 0.62
O 0.669808 0.753392 1.788746 0.71 -0.88 -2.12
C -0.093879 3.171558 1.276453 0.16 0.14 -0.53
F 1.068461 3.143128 0.580934 0.01 0.05 0.57
F -1.045047 2.884952 0.350068 -0.27 0.11 0.12
F -0.278307 4.391118 1.702394 -0.13 -0.39 0.48
C 3.648078 2.091807 -0.092833 -0.34 0.08 0.15
As 2.626066 0.456333 -0.446243 1.02 0.16 -1.48
C 3.640059 -0.219870 -2.007602 -0.48 0.16 0.07
C 3.251297 -0.761855 0.947261 -0.54 0.07 0.11
C 4.578862 -0.611642 1.346648 -0.25 0.29 -0.45
C 5.086378 -1.358136 2.395377 -0.11 -0.28 0.12
C 4.280161 -2.292316 3.028641 0.03 0.04 -0.02
C 2.958848 -2.452003 2.639935 -0.24 -0.22 -0.06
C 2.446913 -1.710077 1.579647 -0.61 0.41 -0.09
As 0.583250 -2.079850 1.038979 2.38 -0.76 -1.97
C -0.103496 -3.372132 2.333076 -0.97 0.48 0.43
C 0.797875 -3.326364 -0.513339 -0.36 0.44 0.21
H 3.554493 2.358888 0.960854 0.04 -0.05 -0.09
H 3.241725 2.905872 -0.692419 -0.03 -0.12 -0.02
H 4.701146 1.961239 -0.358016 -0.24 -0.21 0.03
H 4.699502 -0.313375 -1.746088 -0.26 0.07 0.14
H 3.540483 0.494714 -2.827926 0.00 -0.04 0.10
H 3.269899 -1.190487 -2.340328 -0.03 0.08 0.11
H 5.216627 0.110686 0.846901 -0.03 -0.06 0.14
H 6.100173 -1.199507 2.730154 0.10 -0.02 -0.03
H 4.670223 -2.899535 3.831141 0.03 0.01 0.10
H 2.337729 -3.178881 3.146466 0.09 0.03 0.09
H 0.477083 -4.298077 2.291340 0.26 0.31 -0.35
H -1.138246 -3.592006 2.066141 0.10 0.03 -0.05
H -0.117823 -2.943799 3.334788 0.12 -0.01 -0.12
H 1.443444 -4.150839 -0.197876 -0.02 0.18 0.18
H 1.221740 -2.845077 -1.394772 -0.03 0.13 0.21
H -0.185810 -3.730249 -0.759661 0.04 0.06 0.02
C -3.613533 4.566716 -3.628884 -0.55 0.43 0.16
O -2.457583 3.786500 -3.885897 0.10 -0.73 -0.40
C -1.305028 4.050891 -3.281321 1.16 0.11 0.15
C -1.144393 4.971006 -2.230393 -0.34 -0.40 -0.38
C 0.100199 5.222142 -1.697294 0.31 -0.27 -0.18
C 1.227265 4.557578 -2.183473 -0.16 -0.06 -0.14
C 1.100634 3.648087 -3.221929 0.03 0.21 0.20
C -0.144035 3.381560 -3.781403 -0.70 1.11 1.01
N -0.225998 2.599745 -4.947228 -0.53 -0.78 -0.63
C -1.127367 1.716704 -5.295842 1.12 0.87 -0.53
C -2.056234 1.042769 -4.462622 -1.25 -0.53 0.23
C -3.217972 0.515440 -5.050802 1.56 1.02 -0.08
C -4.172238 -0.152785 -4.304894 -0.38 -0.28 0.52
C -3.955850 -0.375770 -2.937909 0.25 0.09 0.34
C -2.797161 0.048746 -2.341100 -0.45 -0.36 0.29
C -1.796273 0.767495 -3.056444 0.48 -0.20 0.10
O -0.669207 1.063609 -2.534880 0.43 -0.73 0.44
H -4.345602 4.247636 -4.367058 0.00 0.07 0.08
H -3.411529 5.631623 -3.757049 0.04 -0.06 -0.02
H -3.999391 4.381632 -2.622919 0.06 -0.01 -0.06
H -2.004925 5.488166 -1.834603 -0.09 0.05 -0.06
H 0.201753 5.942834 -0.899714 0.00 0.08 0.04
H 2.196763 4.787105 -1.770452 0.12 -0.02 -0.01
H 1.973444 3.140390 -3.607780 0.11 0.00 -0.12
H 0.461655 2.845878 -5.657729 -0.17 -0.03 -0.07
H -1.136406 1.440059 -6.348534 0.15 0.08 0.07
H -3.383743 0.681771 -6.105408 0.00 -0.03 -0.12
H -5.079113 -0.505897 -4.768315 -0.10 -0.05 -0.12
H -4.694419 -0.900694 -2.351783 -0.07 -0.08 0.02
H -2.586933 -0.178443 -1.306546 -0.12 0.01 0.08
```
Forces are in eV/Å.

Results of the Löwdin charge analysis, in e, for atoms 1 through 2:
1 Ir 1.013
2 F 0.167



(3)
Below is a 9-piece molecular cluster, C18H36Cl18 overall, with properties calculated with wB97M-V/def2-TZVPD.

LUMO = 0.27 eV
relative energy (zero: lowest compared OMol25 entry of this formula, charge and spin) = 97.66 kJ/mol
SMILES = ClCCCl.ClCCCl.ClCCCl.ClCCCl.ClCCCl.ClCCCl.ClCCCl.ClCCCl.ClCCCl

XYZ file:
```
72
Properties=species:S:1:pos:R:3:forces:R:3
Cl -2.048579 0.695555 -2.261707 0.08 0.36 0.09
C -1.599438 2.441113 -2.307244 1.04 0.40 -0.06
C -2.468255 3.218695 -1.343922 -1.24 -1.08 0.41
Cl -2.458993 4.970726 -1.487089 0.14 0.31 -0.47
H -1.680284 2.774738 -3.339251 -0.47 0.01 0.04
H -0.537036 2.533367 -2.077062 -0.06 -0.24 0.26
H -2.297845 3.023895 -0.287206 0.58 -0.30 -0.16
H -3.480315 2.835565 -1.503959 -0.12 0.50 -0.10
Cl 5.762240 2.743286 -0.864222 0.35 -0.07 0.16
C 4.489854 1.755266 -0.102185 -0.10 -0.31 -0.76
C 3.183715 2.510167 -0.176947 -0.16 -0.60 0.40
Cl 2.433763 2.443849 -1.800975 0.23 0.00 0.03
H 4.755893 1.443520 0.906424 0.11 0.56 0.14
H 4.448940 0.824007 -0.666915 -0.14 0.10 -0.06
H 3.315163 3.551624 0.091748 -0.10 0.04 0.03
H 2.474319 2.008348 0.478570 -0.09 0.24 0.07
Cl -3.422245 0.273544 1.655557 -0.13 0.17 0.39
C -4.168118 -1.240497 2.216996 0.20 -0.77 -0.66
C -5.218825 -1.718819 1.227628 -0.41 -0.54 0.85
Cl -4.446575 -2.125128 -0.332855 -0.36 0.17 0.22
H -4.478592 -1.169631 3.255960 -0.42 0.39 -0.15
H -3.425804 -2.041855 2.199477 0.37 0.37 0.05
H -6.099832 -1.091504 1.110234 0.41 0.49 -0.38
H -5.637469 -2.640745 1.640762 0.25 -0.16 -0.17
Cl 1.017163 -4.701911 -0.208239 -0.23 0.02 0.15
C -0.513354 -4.787408 0.726800 0.50 0.76 0.44
C -1.292514 -5.993149 0.320407 0.29 -0.55 -0.41
Cl -2.808418 -6.013721 1.242273 -0.12 -0.15 -0.02
H -1.072383 -3.857731 0.608407 0.00 -0.07 -0.42
H -0.230480 -4.797323 1.778373 -0.01 -0.33 -0.02
H -0.711186 -6.897470 0.502397 -0.20 0.00 0.37
H -1.497783 -6.024877 -0.749492 -0.27 0.35 0.07
Cl -0.199431 1.358954 0.862242 0.26 0.07 -1.20
C -0.345134 -0.415819 0.742651 0.14 -0.66 -1.02
C 0.634255 -0.954267 -0.284241 -0.21 -0.41 0.06
Cl 2.287326 -0.848635 0.376750 0.27 0.05 -0.18
H -1.363064 -0.624676 0.418430 0.04 0.09 -0.01
H -0.160860 -0.882782 1.705851 -0.03 0.32 -0.06
H 0.571840 -0.495174 -1.269208 0.17 0.46 0.19
H 0.477012 -2.019991 -0.463840 -0.17 0.01 0.27
Cl 0.312248 -3.678355 -3.431195 -0.05 0.11 -0.18
C -1.350853 -3.137980 -3.015242 0.47 0.06 -0.54
C -2.327704 -3.902789 -3.862908 -0.25 -1.26 0.12
Cl -3.991229 -3.620229 -3.282480 -0.06 0.22 -0.13
H -1.388474 -2.072840 -3.228819 -0.07 0.04 0.31
H -1.481047 -3.380847 -1.964893 -0.17 0.24 0.05
H -2.165789 -4.972618 -3.724009 0.08 0.05 0.10
H -2.289857 -3.762778 -4.939579 0.12 0.60 0.10
Cl 1.065370 7.389186 2.334441 -0.22 -0.36 0.23
C 1.030983 5.680185 2.823040 1.26 -0.50 1.45
C 0.243153 4.776161 1.926107 -0.51 0.53 -0.19
Cl 0.722041 4.878827 0.213153 0.08 -0.18 0.13
H 0.705085 5.538780 3.862625 -0.95 0.63 -0.26
H 2.057948 5.364422 3.043206 0.20 0.05 -1.16
H -0.796739 5.098952 1.982266 -0.05 -0.17 -0.19
H 0.305832 3.738632 2.246105 0.13 0.04 -0.03
Cl -0.410991 -0.593083 4.054566 -0.14 0.01 0.36
C -0.445130 1.190284 3.871092 0.63 0.17 0.53
C 0.910113 1.781551 4.252538 0.03 -0.50 -0.69
Cl 1.299818 1.431261 5.936766 0.12 0.31 0.42
H -1.214004 1.581482 4.529121 -0.16 -0.08 -0.03
H -0.640365 1.372542 2.818811 -0.30 0.12 0.85
H 0.958753 2.849594 4.040991 -0.28 0.07 0.43
H 1.720097 1.349879 3.663718 -0.18 -0.21 -0.09
Cl 2.457362 -0.310406 -4.250885 -0.49 0.42 -0.20
C 3.749859 -1.074467 -3.315543 0.58 0.21 -0.41
C 4.966260 -0.151495 -3.271233 -0.03 -0.19 -0.58
Cl 6.294264 -0.957276 -2.392096 -0.08 0.06 0.30
H 4.035862 -1.922648 -3.931339 -0.05 -0.36 0.48
H 3.333568 -1.353775 -2.353961 0.24 -0.05 0.10
H 4.801145 0.852648 -2.889113 -0.15 -0.17 0.32
H 5.343778 -0.045889 -4.286599 -0.12 0.10 -0.02
```
Forces are in eV/Å.

Results of the Löwdin charge analysis, in e, for atoms 1 through 2:
1 Cl 0.578
2 C -0.616



(4)
Below is an isolated ion of composition C5H9N2O2 and charge +1, with properties calculated with wB97M-V/def2-TZVPD.

LUMO = -4.12 eV
relative energy (zero: lowest compared OMol25 entry of this formula, charge and spin) = 497.15 kJ/mol
total charge = +1
SMILES = C=C1C(=O)N(O)C[N@@H+]1C

XYZ file:
```
18
Properties=species:S:1:pos:R:3:forces:R:3
C 1.018420 -0.660558 -0.070637 0.69 -1.56 -0.81
C 1.791599 -0.007955 1.038951 -3.38 1.48 -2.71
C 1.374317 -1.714331 -0.797417 0.77 -0.39 0.75
C -0.162745 1.250767 0.474709 -1.39 1.57 3.64
C -1.424994 -0.631305 -0.364330 -3.65 1.63 -0.97
N 0.937274 1.008807 1.408176 -0.32 -1.15 -0.53
N -0.189911 0.182141 -0.472665 2.02 -1.91 -1.21
O 2.932566 -0.139539 1.266225 2.19 -0.57 1.53
O 1.484924 2.091228 2.046638 0.40 -0.37 0.47
H 0.737275 -1.976375 -1.637718 0.38 -0.30 -0.06
H 2.295580 -2.356666 -0.531752 -1.69 1.29 -0.47
H -1.155669 1.242443 1.012541 1.07 0.15 -0.40
H -0.056436 2.220270 0.058941 0.24 0.88 -0.78
H -2.390097 -0.025481 -0.696116 2.26 -0.84 0.51
H -1.491076 -1.548497 -0.910417 0.84 -0.32 -0.69
H -1.629676 -0.883730 0.657712 0.48 0.06 0.69
H 0.068504 0.566557 -1.420791 -0.94 -0.72 0.89
H 2.177425 1.594418 2.542370 0.03 1.07 0.12
```
Forces are in eV/Å.

Results of the Löwdin charge analysis, in e, for atoms 1 through 2:
1 C -0.139
2 C -0.417